57
Properties=species:S:1:pos:R:3:nbo_charge:R:1 method="wB97M-V/def2-TZVPD" fmax_ev_per_a=1.4 multiplicity=1 charge=+2 e_tot_ha=-1641.6509 homo_energy_ev=-13.829
N 0.612 3.650 -0.892 -0.600
H 2.646 0.797 3.675 0.219
H 0.560 2.995 -5.232 0.247
C 0.088 -2.370 -0.355 0.062
H 0.372 4.593 -1.151 0.427
C 3.111 -0.754 2.185 -0.225
H 1.827 2.091 -4.417 0.219
H -0.795 4.875 -2.927 0.217
H -4.658 -4.827 3.085 0.211
C -1.088 -0.580 -1.209 0.043
C 4.178 -0.954 1.088 -0.591
H 3.360 1.429 2.170 0.211
C -4.377 -3.600 -0.040 -0.152
C 0.184 4.685 -3.371 -0.437
C -2.169 -1.383 -1.499 -0.226
H 4.359 0.557 3.341 0.253
N 1.042 2.284 0.980 -0.820
H 1.013 -2.744 0.063 0.217
H 0.123 1.569 -4.294 0.216
H -3.046 -0.953 -1.964 0.256
N -5.757 -3.259 2.342 -0.379
N 0.031 -1.056 -0.635 -0.475
H 4.089 -0.213 0.290 0.212
H 0.925 5.389 -2.985 0.216
N 0.606 3.296 -3.172 -0.379
H 4.147 -1.921 3.681 0.243
N 1.252 1.574 -1.736 -0.874
C -6.015 -2.497 1.286 0.050
C 0.792 2.430 -4.337 -0.425
H -6.789 -1.749 1.410 0.210
C 1.772 -0.667 1.541 0.094
C 3.372 0.604 2.882 -0.587
H -0.857 -4.280 -0.379 0.262
H 1.493 1.081 -2.584 0.407
C -5.355 -2.624 0.070 -0.262
H 5.166 -0.842 1.535 0.246
C -2.123 -2.740 -1.194 -0.077
S -3.485 -3.821 -1.579 0.307
C 0.824 2.783 -1.955 0.659
H -5.613 -1.991 -0.769 0.232
C -4.833 -4.204 2.215 0.050
H 1.088 2.315 1.988 0.401
N 0.522 4.528 1.209 -0.769
C -0.956 -3.230 -0.617 -0.235
C -4.113 -4.420 1.046 -0.261
H 2.423 -1.745 3.999 0.223
C 0.761 3.440 0.457 0.656
H 2.990 -2.857 2.741 0.220
Pt 1.362 0.421 0.051 0.945
H 0.649 4.492 2.206 0.426
H 1.014 -1.327 1.980 0.175
H 0.387 5.441 0.810 0.421
H 4.110 -1.949 0.648 0.226
C 3.165 -1.888 3.211 -0.610
H -1.100 0.475 -1.441 0.217
H -3.383 -5.216 0.986 0.233
H 0.099 4.869 -4.436 0.256



105
Properties=species:S:1:pos:R:3:lowdin_spin:R:1 method="wB97M-V/def2-TZVPD" fmax_ev_per_a=11.4 multiplicity=2 charge=-1 e_tot_ha=-8858.8242 homo_energy_ev="-2.397 / -8.647"
H -0.662 4.812 -3.192 0.000
O 7.158 4.796 -1.791 0.000
C -0.119 6.070 -0.116 0.007
O 3.830 8.178 5.206 0.015
S 3.362 6.657 2.924 0.017
S 7.368 9.268 -6.374 0.000
H -1.826 0.386 -4.117 0.000
O 8.580 11.537 -4.827 0.000
H -1.807 4.335 -1.856 0.000
O 3.041 5.589 -1.741 0.009
O 1.090 7.695 -6.735 0.000
H 6.704 3.503 -4.374 0.000
H 5.024 4.029 -3.970 0.000
O 0.391 7.099 0.336 0.058
H -0.658 7.865 -4.239 0.000
O -0.519 5.945 -1.428 0.004
Ca 1.712 9.016 1.029 0.513
H -0.158 -0.259 -3.382 0.000
C -2.010 4.336 -6.237 0.000
O 2.503 5.634 3.433 0.008
H 1.931 3.335 -7.160 0.000
H -3.042 4.097 -6.495 0.000
O 4.137 9.691 -9.151 0.000
O -2.518 8.458 -4.842 0.000
S 4.658 10.561 -0.607 0.054
O -0.189 1.375 -4.540 0.000
H -2.641 6.555 -8.230 0.000
C 6.259 3.762 -2.222 0.000
C -1.599 8.245 -3.842 0.001
O 8.256 8.520 -7.261 0.000
H 4.185 9.961 -7.057 0.000
H 3.082 2.835 -5.910 0.000
C 3.256 10.287 -10.005 0.000
S 8.792 10.081 -4.732 0.001
N 4.204 7.716 -3.076 0.011
O -0.077 5.723 -6.452 0.000
O 3.745 10.032 0.416 0.053
C -0.770 0.130 -4.196 0.000
H -2.236 4.621 -5.209 0.000
C -1.312 9.661 -3.211 0.009
H -0.091 4.066 -1.758 0.000
H -0.435 5.746 2.572 0.001
S 6.533 9.381 0.424 0.005
C 0.065 7.033 -6.843 0.000
F 6.005 8.327 -6.450 0.000
C -2.100 6.557 -7.283 0.000
O 7.385 6.910 -2.409 0.001
N 5.981 9.551 -1.039 0.018
O 10.086 9.490 -5.063 0.000
F 3.228 6.276 1.354 0.003
H -1.961 7.554 -3.081 0.000
H -1.424 3.422 -6.140 0.000
H -2.895 6.821 -6.585 0.000
F 3.416 8.355 -5.098 0.001
O -3.659 10.384 -5.579 0.000
O 6.780 10.520 -6.794 0.000
O 1.212 2.799 -5.218 0.000
H -0.770 -0.634 -4.973 0.000
N 7.440 9.132 -4.883 0.000
H 5.328 3.730 -1.657 0.000
C 2.149 3.369 -6.092 0.000
F 4.996 6.773 -1.016 0.001
F 8.009 8.972 0.016 0.001
O 6.898 10.580 1.220 0.005
C 2.434 10.491 -8.000 0.000
H -0.827 4.125 2.339 0.000
O 2.301 10.787 -9.364 0.000
S 2.946 7.359 -3.902 0.006
H 3.311 8.551 -7.732 0.000
S 3.536 6.968 -1.676 0.021
F 8.747 9.842 -3.130 0.001
F 2.373 9.895 4.286 0.016
O 6.435 5.499 -3.724 0.000
C 3.553 9.605 -7.870 0.000
O 3.419 10.325 -11.214 0.000
Ca 6.128 8.898 -3.079 0.010
C 0.866 1.538 -5.368 0.000
H -1.141 4.811 -8.050 0.000
O 2.879 7.808 -0.724 0.024
C -0.141 4.887 1.970 0.003
F 3.857 10.331 -2.003 0.008
O 6.048 8.243 1.162 0.002
H 6.780 2.822 -2.040 0.000
O -1.135 7.499 -7.358 0.000
O 4.907 12.024 -0.721 0.011
H 2.242 4.404 -5.764 0.000
O 1.283 7.972 4.882 0.009
H 2.777 11.437 -7.580 0.000
O 4.841 6.517 3.184 0.005
S 2.600 8.283 4.397 0.039
O 3.008 6.089 -4.537 0.001
H 1.617 10.023 -7.450 0.000
N 2.813 8.051 2.664 0.016
O -2.107 10.474 -4.039 0.003
C 7.049 5.801 -2.658 0.000
O -0.307 4.957 0.585 0.002
H -0.249 9.839 -3.375 0.003
C -0.842 4.769 -2.118 0.001
O 1.633 7.876 -3.556 0.006
C -2.847 9.756 -4.815 0.000
C -1.304 5.272 -7.076 0.000
C 6.082 4.122 -3.727 0.000
H -1.697 9.707 -2.192 0.011
H 0.891 4.573 2.129 0.001
O 1.391 0.666 -6.031 0.000



56
Properties=species:S:1:pos:R:3:lowdin_spin:R:1 method="wB97M-V/def2-TZVPD" fmax_ev_per_a=6.5 multiplicity=5 charge=+1 e_tot_ha=-2681.7400 homo_energy_ev="-7.839 / -10.595"
H 1.847 -1.207 4.821 -0.002
H 0.652 -2.425 -0.274 0.005
H -0.498 4.541 -4.439 0.001
H 1.324 5.374 -2.212 0.004
C 2.334 -1.405 -2.129 0.061
C -1.408 -4.150 3.665 0.014
C 0.800 -1.319 -2.116 0.053
H 0.603 -3.400 -2.440 0.000
H -2.073 1.957 -2.616 0.028
O -2.156 -4.965 3.310 -0.014
C -0.878 -1.278 2.935 -0.034
H -1.187 -0.340 -4.078 0.017
H 0.641 -2.475 -3.948 0.001
H 0.276 0.560 3.260 -0.004
P 1.060 1.343 -2.014 1.002
H 2.821 -0.605 -1.554 0.030
H 2.714 -1.375 -3.158 0.001
H 2.617 -2.369 -1.685 0.004
C 0.255 -2.489 -2.928 0.005
H -1.506 1.901 -4.289 0.019
C -1.497 -1.451 5.258 -0.011
N 0.022 2.340 -2.857 0.570
C -0.161 -1.252 5.607 0.102
C -1.867 -1.447 3.910 0.099
H -1.127 -1.469 1.892 -0.002
C 0.393 -3.948 5.435 0.019
H -1.703 -0.252 -2.384 0.028
H -2.889 -1.677 3.609 0.005
C 0.932 -3.376 3.035 -0.030
H -0.774 -1.417 -0.621 0.002
H -1.938 4.223 -3.444 0.000
H -2.236 -1.697 6.025 -0.002
H -1.591 3.495 -0.983 0.002
C -0.901 4.558 -3.426 0.005
C -0.988 0.161 -3.117 0.070
H 1.786 4.284 -3.541 0.001
H 2.089 3.805 -1.849 0.029
H -0.833 -2.508 -2.956 0.000
C 1.387 4.321 -2.518 0.061
H 0.056 3.408 -0.308 0.014
H 0.730 -0.676 -0.020 0.016
C -0.578 3.901 -1.051 0.061
C 0.319 -1.458 -0.668 0.061
C -0.034 3.741 -2.474 0.056
Fe -0.291 -2.812 4.194 0.930
C 0.786 -1.130 4.581 -0.036
N 0.407 -0.036 -2.686 0.553
H -0.881 5.588 -3.065 0.001
C -1.222 1.658 -3.252 0.072
C 0.379 -0.554 3.266 -0.007
H 1.159 -0.718 2.508 0.000
H 0.168 -1.316 6.643 0.005
O 1.640 -3.875 2.258 -0.018
O 0.832 -4.626 6.267 -0.013
H 0.794 1.366 -0.562 0.162
H -0.608 4.971 -0.819 0.006



58
Properties=species:S:1:pos:R:3:nbo_charge:R:1 method="wB97M-V/def2-TZVPD" fmax_ev_per_a=0.1 multiplicity=1 charge=0 e_tot_ha=-1660.2072 homo_energy_ev=-8.314 smiles="Cc1cc(C(=O)N2CCCN(CCNC(=O)[C@@H]3CCS(=O)(=O)C3)CC2)[nH]c1C"
H -3.238 3.996 -3.559 0.263
C 0.445 -0.128 3.069 -0.016
C -2.179 0.352 0.504 -0.223
N 0.391 0.850 4.027 -0.471
N -1.640 1.535 -1.542 -0.615
H -1.995 0.359 1.585 0.193
H 1.928 -0.409 1.451 0.211
H 0.192 -0.358 -0.027 0.211
C -0.661 -1.106 3.150 0.658
S -2.368 4.149 -5.727 2.187
H -3.509 -1.430 1.968 0.215
H -2.308 -3.014 3.326 0.242
H -2.378 -2.851 -0.505 0.193
C 2.180 1.308 2.813 -0.099
O -2.329 3.235 -6.843 -0.954
C -2.764 -1.967 0.013 -0.212
H -0.216 2.238 -5.355 0.230
H -3.684 -1.681 -0.506 0.201
C -0.447 2.916 -4.535 -0.399
H -0.336 0.850 4.725 0.438
H 0.397 2.930 -3.848 0.231
C 1.561 0.145 2.297 -0.256
C -0.400 -1.268 -0.099 -0.236
C -0.004 -2.240 1.030 -0.237
C -0.714 4.308 -5.092 -0.678
H -1.894 1.369 -4.026 0.220
C -1.738 2.424 -3.806 -0.308
C 1.588 2.890 4.801 -0.644
O -3.033 5.416 -5.860 -0.929
H 3.159 2.765 1.556 0.216
H 1.059 -2.155 1.250 0.217
H -0.056 4.603 -5.907 0.254
N -0.782 -2.115 2.244 -0.433
H -3.259 0.463 0.366 0.202
H 2.576 3.330 4.676 0.228
H -3.801 2.652 -4.596 0.255
H 0.851 3.668 4.591 0.225
O -1.487 -0.965 4.052 -0.666
C -2.944 3.249 -4.295 -0.678
C 3.405 1.974 2.267 -0.627
H -1.774 0.623 -1.952 0.415
H -1.743 -3.913 1.914 0.188
H 4.038 1.252 1.751 0.217
C 1.423 1.720 3.894 0.160
H 1.480 2.600 5.848 0.222
C -1.488 1.565 -0.102 -0.233
H -1.936 2.482 0.278 0.231
C -3.131 -2.321 1.461 -0.436
C -1.570 2.639 -2.309 0.689
C -2.000 -2.918 2.288 -0.214
H -0.734 5.069 -4.312 0.257
H -3.956 -3.039 1.437 0.217
O -1.378 3.758 -1.858 -0.651
N -1.802 -0.885 -0.168 -0.478
H -0.119 -1.749 -1.044 0.195
H -0.430 1.596 0.177 0.196
H -0.150 -3.264 0.683 0.203
H 4.005 2.424 3.060 0.215



56
Properties=species:S:1:pos:R:3:nbo_charge:R:1 method="wB97M-V/def2-TZVPD" fmax_ev_per_a=1.6 multiplicity=1 charge=+2 e_tot_ha=-1626.8021 homo_energy_ev=-14.731
H -1.201 -1.958 3.261 0.203
C -2.254 2.886 -2.739 -0.228
C 1.285 -3.313 -0.831 -0.254
C -0.275 -1.238 5.077 -0.224
H -4.439 0.297 -3.178 0.249
H 1.757 -3.017 1.251 0.228
C 1.511 0.353 4.697 -0.219
H -0.445 4.777 0.443 0.247
N 0.358 -0.642 2.840 -0.553
H 2.659 -1.445 -2.693 0.244
H 0.436 2.532 -0.903 0.206
O -0.937 1.682 1.708 -0.774
C -2.917 0.466 -1.656 0.018
H -0.946 -1.807 5.720 0.251
C -3.280 2.149 -3.324 -0.123
C 2.090 -2.650 0.273 -0.244
C 0.717 -0.381 5.596 -0.124
H -1.915 1.808 1.751 0.500
H 0.875 -0.295 6.667 0.250
Pb -0.439 -0.516 0.313 1.484
H 2.784 0.295 -2.754 0.263
C -0.073 -1.781 -3.116 -0.537
H 3.127 -2.966 0.173 0.223
N 2.019 -1.155 0.254 -0.713
H 0.774 2.823 1.504 0.178
C 2.323 -0.526 -2.205 -0.550
C -0.846 3.760 0.391 -0.433
C -1.563 2.367 -1.625 0.245
H 2.299 1.030 5.015 0.245
H -0.670 -3.513 -0.241 0.400
H -3.792 2.553 -4.205 0.251
N -1.913 1.165 -1.104 -0.566
H 1.908 0.789 2.649 0.191
H -3.175 -0.489 -1.182 0.196
C -0.311 2.986 1.581 -0.061
H 1.735 -3.157 -1.814 0.210
H 1.349 -4.398 -0.682 0.234
C -0.429 -1.322 3.693 0.034
H -0.458 3.547 2.510 0.205
H 3.871 -0.903 -0.741 0.224
C 2.867 -0.478 -0.774 -0.243
C -0.745 -2.801 -2.175 -0.244
H -1.817 -2.597 -2.062 0.218
H -0.210 3.939 -1.692 0.244
S 0.531 -0.217 -2.356 0.202
N -0.132 -2.863 -0.832 -0.707
C -3.634 0.907 -2.760 -0.244
H -0.696 -3.814 -2.621 0.224
H -1.928 3.902 0.476 0.224
C -0.468 3.148 -0.982 -0.444
H -0.825 -1.448 -3.837 0.265
C 1.300 0.202 3.336 0.015
H 3.006 0.563 -0.462 0.217
H -1.949 3.860 -3.101 0.240
H 0.721 -2.248 -3.698 0.251
H 2.378 -0.848 1.165 0.406



57
Properties=species:S:1:pos:R:3:nbo_charge:R:1 method="wB97M-V/def2-TZVPD" fmax_ev_per_a=1.6 multiplicity=1 charge=0 e_tot_ha=-1180.0444 homo_energy_ev=-8.174 smiles=CC(C)[C@@H](c1nnnn1C1CCCCC1)N1CCN(c2ncccn2)CC1
H 3.078 -1.619 1.718 0.251
C -1.041 -3.530 -2.007 -0.611
C 0.908 -0.468 -1.195 -0.220
H 0.258 -4.126 0.309 0.202
H -1.236 3.371 -1.204 0.193
H 0.772 0.540 -0.760 0.163
N -2.449 -0.914 2.877 -0.058
H -3.234 4.826 -1.093 0.211
H -1.455 -1.106 -1.172 0.210
H 5.740 0.956 2.813 0.194
H -3.567 4.270 0.550 0.199
H -1.189 -5.131 0.218 0.210
H 6.511 2.771 1.224 0.224
H -0.481 2.142 0.812 0.214
H -4.979 3.048 -1.073 0.216
H -1.552 -2.908 -2.739 0.198
C -1.446 -3.155 -0.583 -0.184
H -1.929 2.654 1.687 0.222
C 2.544 -1.707 0.774 -0.216
N 0.399 -1.512 -0.331 -0.462
H 0.031 -3.401 -2.127 0.213
H 0.931 -0.438 1.424 0.169
C -1.675 3.611 -0.232 -0.397
H -3.542 2.529 -1.956 0.192
N 3.091 -0.750 -0.155 -0.405
C 5.192 2.028 -0.320 0.108
N -2.668 0.193 2.306 -0.078
H -4.334 0.728 -0.447 0.212
C -1.535 2.411 0.699 -0.410
C -0.823 -4.126 0.413 -0.632
H -1.292 -4.569 -2.207 0.214
H 2.677 -2.713 0.361 0.193
C -2.317 1.218 0.145 -0.033
C -3.791 1.585 -0.038 -0.399
C 5.354 1.037 1.804 0.110
H 5.443 2.769 -1.071 0.192
H -1.092 -3.849 1.428 0.244
H 0.395 -0.509 -2.158 0.204
C 2.405 -0.708 -1.420 -0.226
H -2.537 -3.214 -0.492 0.201
C 3.963 0.202 0.221 0.572
C -3.925 2.788 -0.966 -0.400
C 1.050 -1.437 0.964 -0.242
N 4.462 0.130 1.466 -0.518
C -1.696 -1.147 0.909 0.338
N 4.296 1.135 -0.686 -0.523
C 5.778 2.036 0.938 -0.381
H -4.213 1.817 0.941 0.221
H 2.840 0.088 -2.024 0.250
H -1.889 0.912 -0.816 0.208
H 2.537 -1.673 -1.922 0.194
C -1.053 -1.679 -0.326 -0.086
C -3.145 3.977 -0.414 -0.398
H -1.127 4.458 0.182 0.217
N -1.852 -1.767 2.059 -0.325
H 0.619 -2.178 1.635 0.235
N -2.208 0.104 1.053 -0.194



63
Properties=species:S:1:pos:R:3:nbo_charge:R:1 method="wB97M-V/def2-TZVPD" fmax_ev_per_a=5.1 multiplicity=1 charge=+3 e_tot_ha=-1882.1057 homo_energy_ev=-17.266
C 3.465 0.016 -1.464 -0.997
H -3.327 1.660 0.024 0.245
H 2.927 -0.937 -1.474 0.235
C -1.151 1.973 2.521 -0.029
C 2.380 2.045 -3.052 -0.998
N -0.352 -1.182 -1.531 -0.474
N -1.175 -0.668 1.120 -0.904
O -1.217 1.125 -1.281 -0.772
C -1.346 -0.903 -2.360 0.062
H -2.760 -1.426 -3.836 0.286
H -2.914 3.025 2.706 0.249
H 1.869 -5.968 -1.526 0.271
H 4.105 -0.024 -2.350 0.289
C -2.088 -0.300 2.237 -0.042
F 1.611 -0.157 1.171 -0.616
H 1.928 1.185 -3.578 0.237
H -1.882 0.782 4.086 0.263
H -0.207 2.867 0.866 0.412
H 2.242 -4.303 0.382 0.251
H 3.407 2.160 -3.407 0.281
C 1.129 -2.788 -0.554 -0.255
H -5.600 1.681 1.290 0.455
H 3.442 3.578 0.020 0.253
H 3.951 2.075 0.687 0.266
C 0.122 -2.467 -1.541 0.159
O -3.003 0.769 -2.660 -0.442
C -0.385 -3.506 -2.344 -0.057
H -0.733 2.591 3.331 0.262
C 1.321 -5.032 -1.423 -0.145
H -5.054 3.008 0.546 0.448
C -3.401 1.687 1.116 -0.004
H -2.129 3.366 1.173 0.239
Si 2.471 1.609 -1.170 0.968
H 4.175 0.007 -0.641 0.261
H -4.249 0.194 2.506 0.254
C -1.496 -3.135 -3.238 -0.032
N -0.111 1.994 1.419 -0.844
H -2.445 -1.222 2.753 0.242
H -0.292 0.089 3.458 0.271
H -3.926 -0.286 0.852 0.244
F 5.557 -1.442 2.265 -0.478
C -1.957 -1.842 -3.197 -0.207
H -1.829 -3.852 -3.960 0.265
C -1.986 0.331 -2.152 0.746
C 1.596 -4.059 -0.461 -0.128
F 5.331 0.912 1.889 -0.519
H 0.113 -5.415 -3.184 0.257
C 0.267 -4.769 -2.291 -0.160
C 3.752 2.587 -0.235 -1.048
H -1.700 -1.385 0.538 0.411
H 1.736 2.898 -3.255 0.247
H 4.699 2.564 -0.812 0.292
C -2.385 2.557 1.851 -0.466
H 0.785 2.191 1.835 0.444
H -4.869 2.915 2.202 0.448
C -1.298 0.570 3.192 -0.430
H 1.456 -2.002 0.129 0.235
H -0.401 -1.226 1.577 0.427
Nb 0.392 0.710 -0.281 2.017
C -3.500 0.265 1.704 -0.461
B 5.202 -0.210 2.654 1.504
N -4.863 2.411 1.312 -0.688
F 4.601 0.107 3.845 -0.503